Entry 1:
{"formula": "C7H7NdO6", "method": "the ωB97M-V functional and the def2-TZVPD basis", "symbols": ["O", "C", "Nd", "O", "C", "C", "O", "C", "O", "C", "O", "H", "C", "C", "O", "H", "H", "H", "H", "H", "H"], "xyz": [[0.451, 1.053, -4.611], [0.562, 0.345, -3.695], [-0.688, -0.107, -1.179], [-2.454, 1.746, -3.707], [-1.948, 1.141, -2.862], [-2.508, -0.755, 0.666], [-3.320, -1.057, 1.427], [0.493, -1.932, -0.287], [0.976, -2.894, 0.221], [-1.548, -2.533, -2.217], [-1.863, -3.611, -2.475], [1.058, -1.398, -1.360], [0.805, 0.705, 3.065], [1.726, 1.187, 1.979], [1.052, 1.210, 0.574], [0.098, 1.487, 3.242], [1.413, 0.567, 3.986], [0.253, -0.125, 2.656], [1.993, 2.211, 2.063], [2.617, 0.608, 1.864], [0.832, 2.150, 0.649]], "energy_ev": -34913.3234, "e_homo_ev": [-16.73, -16.74], "spin_multiplicity": 4, "charge": 2, "gap_ev": [6.99, 7.13]}


Entry 2:
{"formula": "C4H5Cl", "method": "the ωB97M-V functional and the def2-TZVPD basis", "symbols": ["C", "C", "C", "C", "Cl", "H", "H", "H", "H", "H"], "xyz": [[-1.825, -0.574, 0.003], [-0.792, 0.257, -0.123], [0.523, -0.166, -0.159], [1.772, 0.610, 0.108], [3.227, -0.222, -0.002], [-2.899, -0.119, 0.090], [-1.827, -1.542, 0.400], [-0.997, 1.320, -0.496], [0.870, -1.207, -0.393], [1.948, 1.643, 0.572]], "energy_ev": -16748.8530, "e_homo_ev": -8.32, "smiles": "C=C/C=C/Cl", "charge": 0, "gap_ev": 8.46}


Entry 3:
{"formula": "C2H4N2O2", "method": "the ωB97M-V functional and the def2-TZVPD basis", "symbols": ["O", "C", "N", "C", "N", "O", "H", "H", "H", "H"], "xyz": [[-0.724, -1.479, -1.002], [-0.853, -1.251, 0.239], [-0.183, -0.183, 0.882], [0.546, 0.796, 0.293], [0.406, 0.922, -1.067], [1.225, 1.592, 0.966], [-1.482, -1.859, 0.903], [0.001, -0.208, 1.869], [0.058, 0.094, -1.536], [1.005, 1.576, -1.548]], "energy_ev": -9214.3335, "e_homo_ev": [0.40, -4.26], "spin_multiplicity": 2, "charge": -1, "gap_ev": [4.02, 8.59]}


In order of appearance, relative energy (zero: lowest compared OMol25 entry of this formula, charge and spin) = 44.9; 122.6; 0.0 kJ/mol.